# 1
Formula: C35H48Cl57FO6S
Source: OMol25
Level of theory: ωB97M-V/def2-TZVPD

```
148
Properties=species:S:1:pos:R:3:forces:R:3
C -2.564107 0.410105 -1.694981 0.7 0.1 0.8
O -3.972062 0.572483 -1.990633 1.0 1.0 0.0
C -4.367795 1.967735 -1.929738 -0.8 1.0 0.8
C -4.560181 2.501274 -0.399452 1.0 0.1 0.3
C -4.270555 4.076115 -0.236300 -0.2 -0.2 -1.2
C -2.720484 4.487623 -0.352146 -0.1 1.2 0.9
C -1.980940 4.573449 1.101401 0.3 -0.6 -1.3
C -1.332321 3.169469 1.548848 0.4 0.8 0.4
C 0.118212 2.936005 0.877517 -0.2 -1.1 0.9
C 0.328760 1.408757 0.335500 1.1 1.1 0.1
C 1.926700 1.113279 0.508062 -0.7 0.5 -1.1
C 2.454046 -0.075612 -0.428232 0.3 -0.2 0.4
C 1.645066 -1.456610 -0.280830 1.2 0.8 -0.3
C 2.583486 -2.648642 -0.889380 -2.1 2.1 0.1
O 1.799199 -3.830913 -0.442474 -0.8 -1.3 -2.5
S 0.801676 -4.327684 -1.726054 -3.3 -0.7 -3.1
O -0.675654 -4.184112 -1.527812 4.4 -0.3 0.7
O 1.185277 -5.586454 -2.457433 0.0 3.4 2.9
O 1.132326 -3.034594 -2.794338 1.3 -0.9 1.9
C 2.536235 -2.810936 -2.485218 2.5 -1.6 0.5
C 3.416755 -1.862703 -3.424952 -1.2 1.2 -1.3
C 3.087403 -2.327891 -4.950882 0.8 -4.8 -0.1
O 3.279135 -3.553845 -5.181185 -1.0 5.9 0.1
F 2.579057 -1.454856 -5.945253 1.2 -1.7 2.6
H -1.914772 1.269626 -2.105687 -1.1 -1.1 0.5
H -2.393012 0.388812 -0.547158 -0.2 0.0 -1.8
H -2.143665 -0.557447 -2.137860 -1.0 1.2 0.5
H -3.589498 2.611993 -2.489745 -1.2 -0.9 0.8
H -5.410724 2.088736 -2.417187 1.9 -0.5 0.4
H -5.589383 2.223865 0.034349 1.9 0.7 -0.9
H -3.779658 1.943059 0.222880 -1.1 0.8 -0.8
H -4.821227 4.594506 -1.119163 0.8 -0.7 1.4
H -4.748243 4.493394 0.729044 0.9 -0.7 -1.4
H -2.698040 5.569868 -0.771899 0.0 -3.0 0.8
H -2.101913 3.848404 -1.072473 -1.0 0.6 1.0
H -2.723481 4.985039 1.866143 1.1 -0.6 -1.0
H -1.101582 5.318362 0.973491 -1.4 -1.1 0.5
H -1.189189 3.230696 2.693706 -0.2 -0.2 -1.9
H -2.003534 2.262689 1.360248 0.9 1.5 0.1
H 0.345410 3.698527 0.051270 -0.3 -1.1 1.2
H 0.888008 3.045201 1.736328 -1.2 0.2 -1.6
H -0.282662 0.662508 0.947496 0.7 1.0 -0.9
H 0.030719 1.382856 -0.777753 0.4 -0.2 1.7
H 2.162245 0.990891 1.619470 -0.3 -0.1 -1.6
H 2.446637 2.090549 0.158660 -0.7 -1.6 0.6
H 3.556193 -0.310554 -0.150685 -1.6 0.5 -0.4
H 2.483393 0.272933 -1.530420 -0.4 -0.6 1.9
H 0.640343 -1.392799 -0.820372 1.4 -0.3 0.7
H 1.437384 -1.671902 0.832735 0.5 0.2 -1.7
H 3.626525 -2.576896 -0.421288 -1.5 -0.7 -0.7
H 3.057948 -3.844838 -2.630800 -1.0 1.9 0.0
H 4.551819 -2.039622 -3.279838 -2.0 0.1 -0.1
H 3.204665 -0.746478 -3.326210 0.2 -1.6 0.0
C -3.347018 7.871769 -2.794029 -0.1 0.1 0.1
Cl -1.919745 8.192254 -3.791254 -0.1 0.0 0.1
Cl -4.289420 6.534899 -3.469309 0.1 0.1 0.0
Cl -2.873059 7.518610 -1.126482 -0.1 1.4 -0.5
H -3.970967 8.764379 -2.791485 0.1 -0.2 0.0
C -4.840186 0.896178 2.952456 0.0 0.1 0.0
Cl -6.467787 1.313681 2.400535 0.1 0.1 0.6
Cl -4.052799 -0.184239 1.794174 -0.1 0.0 0.4
Cl -3.871835 2.358004 3.198546 -0.3 -0.2 0.3
H -4.923182 0.375816 3.905080 0.0 0.1 -0.2
C -5.058520 -4.086340 0.365735 0.0 0.1 0.1
Cl -6.605023 -3.286035 0.683218 0.1 0.0 -0.1
Cl -3.765071 -2.894008 0.162815 -0.1 -0.3 -0.2
Cl -4.659724 -5.215942 1.669103 -0.1 0.2 -0.2
H -5.148626 -4.651073 -0.560564 0.0 0.1 0.2
C 5.945922 -5.586648 -2.904083 0.2 -0.2 -0.1
Cl 6.122279 -7.315245 -2.574787 -0.1 0.2 -0.1
Cl 4.963697 -4.811637 -1.651292 0.4 -0.3 0.1
Cl 7.531050 -4.810676 -3.019466 -0.1 0.0 0.2
H 5.436327 -5.469642 -3.859724 0.0 0.0 0.2
C -1.367648 -7.874452 2.191223 -0.1 0.1 -0.2
Cl -3.096701 -8.035559 2.519280 0.2 -0.2 0.1
Cl -1.118058 -6.738702 0.860512 0.1 -0.1 0.1
Cl -0.502738 -7.339035 3.641090 0.0 0.0 0.0
H -0.975113 -8.846622 1.898430 -0.1 0.2 0.1
C 8.928619 -6.169010 -6.731628 0.0 0.0 0.0
Cl 7.348564 -5.470566 -6.352335 0.1 -0.1 -0.3
Cl 10.138739 -4.894951 -6.936895 -0.1 -0.1 0.0
Cl 9.428490 -7.299870 -5.465951 -0.1 0.0 -0.1
H 8.845305 -6.717285 -7.668271 0.0 0.1 0.2
C -0.415320 -8.850027 7.213655 0.0 0.0 0.0
Cl -0.465604 -10.560641 7.663515 0.0 0.1 -0.1
Cl -1.863107 -8.012338 7.791103 0.1 0.0 -0.1
Cl 1.044932 -8.081081 7.853025 -0.1 0.0 -0.1
H -0.390794 -8.782095 6.127217 0.0 0.0 0.2
C 12.618214 -8.121077 -3.622616 0.0 0.0 0.0
Cl 13.440947 -8.286924 -5.180243 -0.1 0.0 0.1
Cl 12.200191 -9.710612 -2.967149 0.0 0.1 -0.1
Cl 13.626183 -7.222010 -2.479292 -0.1 0.0 -0.1
H 11.697262 -7.562360 -3.779844 0.2 -0.1 0.0
C 1.005405 2.088903 4.959769 -0.1 0.0 -0.1
Cl 0.338808 3.562916 5.676913 0.0 -0.1 0.0
Cl -0.248880 1.208326 4.069684 0.3 -0.1 0.3
Cl 2.370414 2.475863 3.901369 0.0 0.0 0.2
H 1.368510 1.450017 5.763590 -0.1 0.2 -0.3
C -0.367604 -1.614976 7.091119 -0.4 0.1 -0.4
Cl -2.038798 -1.347625 6.575843 0.2 0.0 0.1
Cl 0.520504 -2.536788 5.866274 -0.1 0.1 0.1
Cl 0.438189 -0.071108 7.410724 -0.1 -0.2 0.3
H -0.381974 -2.191291 8.011628 -0.1 0.2 -0.2
C -1.526295 -7.054053 -4.158507 0.0 0.1 0.0
Cl -1.522842 -7.825592 -5.751702 0.0 0.0 0.1
Cl -2.623486 -5.666076 -4.142249 0.1 -0.1 0.0
Cl -1.977542 -8.218492 -2.904460 0.1 0.1 -0.1
H -0.519175 -6.697221 -3.947859 -0.2 -0.1 0.0
C -8.495904 0.291550 -0.801105 0.3 -0.1 0.0
Cl -9.171779 1.925579 -0.716134 0.0 -0.1 0.0
Cl -6.746084 0.329153 -0.551575 -0.8 -0.7 -0.7
Cl -9.272091 -0.764557 0.389141 0.0 0.0 -0.1
H -8.692336 -0.109073 -1.793965 0.0 0.1 0.2
C 1.627518 -3.989151 10.480302 0.1 0.0 0.1
Cl 2.108165 -2.655557 11.539047 -0.1 -0.1 -0.1
Cl 1.435014 -3.424378 8.813911 0.3 -0.4 0.3
Cl 2.810061 -5.302137 10.555156 -0.2 0.1 0.0
H 0.668402 -4.371773 10.824970 0.2 0.1 -0.1
C 3.817721 2.938899 -3.444512 -0.1 0.1 -0.1
Cl 4.469672 1.507051 -2.632836 0.2 0.3 -0.1
Cl 3.762705 2.689435 -5.194881 0.0 0.0 0.2
Cl 2.208119 3.326636 -2.819955 0.2 0.0 0.0
H 4.477541 3.779798 -3.238315 -0.1 -0.2 0.0
C -4.155652 10.613273 1.428486 0.0 -0.1 -0.1
Cl -4.366911 10.795017 -0.318715 0.1 -0.1 0.1
Cl -4.505222 8.951577 1.927814 0.0 0.2 0.0
Cl -2.516058 11.074680 1.907622 -0.2 0.0 0.0
H -4.858722 11.276803 1.929351 0.1 -0.1 -0.1
C -1.909211 11.854572 -4.698099 0.1 0.0 0.0
Cl -3.629101 11.602436 -4.367381 0.1 -0.1 -0.1
Cl -1.693587 12.996628 -6.032181 0.0 -0.1 0.1
Cl -1.075355 12.427994 -3.246847 -0.1 -0.1 -0.1
H -1.473169 10.900610 -4.989510 -0.1 0.2 0.1
C -5.360613 -1.714092 9.178528 0.1 0.0 0.0
Cl -4.895482 -0.361511 10.219925 -0.1 -0.1 -0.1
Cl -5.531973 -1.177235 7.501035 -0.1 -0.1 0.1
Cl -4.176700 -3.024477 9.294999 -0.1 0.1 0.0
H -6.323687 -2.091787 9.517124 0.2 0.1 -0.1
C -6.839707 13.803341 -1.727089 0.1 0.0 -0.1
Cl -5.408468 14.105259 -2.720656 -0.2 0.0 0.1
Cl -7.781737 12.459686 -2.389422 0.0 0.1 0.1
Cl -6.370321 13.468388 -0.054921 -0.2 0.3 0.0
H -7.462138 14.696237 -1.737353 0.1 -0.2 0.0
C 12.549796 -2.303161 -5.795942 0.0 0.0 0.1
Cl 10.969268 -1.602172 -5.417866 0.1 -0.1 -0.1
Cl 13.761898 -1.030710 -6.000892 -0.1 -0.1 0.0
Cl 13.045948 -3.437308 -4.531446 -0.1 0.0 -0.1
H 12.466332 -2.850635 -6.733273 0.0 0.1 0.2
```
Positions in Å, forces in eV/Å.

Calculated values
Highest occupied orbital energy in eV: -9.4
E in a.u.: -28542.52758


# 2
Formula: C5H10O2
Source: OMol25
Level of theory: ωB97M-V/def2-TZVPD

```
17
Properties=species:S:1:pos:R:3:forces:R:3
C -2.098573 -0.766586 -0.319952 -0.1 -0.1 0.0
C -1.121161 0.385437 -0.513466 0.1 -0.1 0.1
C -0.013419 0.321353 0.525418 0.4 -1.7 0.0
O 0.640468 -1.122517 0.313218 -1.7 0.6 0.7
C 1.218503 1.156780 0.281275 0.8 -0.8 -0.2
C 2.131643 -0.067863 -0.132368 1.1 1.8 -0.3
O 3.057845 -0.463578 0.552005 -0.1 0.1 -0.2
H -2.873119 -0.769598 -1.090259 0.1 0.0 0.1
H -1.550472 -1.711568 -0.353353 -0.2 0.1 0.0
H -2.593160 -0.694668 0.655816 0.1 0.0 -0.1
H -0.653034 0.341866 -1.506766 -0.1 -0.1 0.2
H -1.649604 1.352197 -0.473028 0.3 -0.2 0.2
H -0.383935 0.310681 1.551160 -0.1 0.2 -0.1
H 1.079856 -1.501013 1.105317 -0.6 0.7 -0.3
H 1.633929 1.639154 1.171659 -0.2 -0.1 -0.2
H 1.153780 1.867471 -0.555810 -0.2 -0.2 0.3
H 2.020457 -0.277546 -1.210862 0.3 -0.3 0.0
```
Positions in Å, forces in eV/Å.

Calculated values
Highest occupied orbital energy in eV: -9.0
Relative energy (zero: lowest compared OMol25 entry of this formula, charge and spin) in kcal per mole: 59.5
E in a.u.: -346.93062